No. 1
Density functional theory data (wB97M-V/def2-TZVPD) for an isolated molecule of C6H10O at a distorted geometry.

Total energy: -309.7040 Eh
LUMO: -1.735 eV
Energy relative to the best compared isomer or geometry (same formula, charge and spin): 86.8 kcal per mole
HOMO level: -0.30366 Eh

Structure (XYZ):
```
17
Properties=species:S:1:pos:R:3:lowdin_charge:R:1
C 1.8276 -0.6264 1.3053 0.0629
C 1.6374 -1.0243 0.0496 -0.1603
C 0.9040 -0.3167 -0.9592 -0.0661
C 0.2601 0.8911 -0.7851 -0.1156
C -1.4488 0.7654 -0.6565 -0.5463
O -1.8884 1.9516 -0.5523 -0.0708
C -1.7528 -0.1286 0.5544 -0.0472
H 2.3977 -1.2310 1.9873 0.0645
H 0.8325 -0.8079 -1.9166 0.1191
H 1.4385 0.2953 1.6967 0.0662
H 2.0792 -1.9768 -0.2137 0.1006
H 0.4268 1.5606 -1.6046 0.1248
H 0.6077 1.3947 0.1168 0.1136
H -1.7608 0.2516 -1.5848 0.1308
H -1.1648 -1.0389 0.5684 0.0609
H -2.7989 -0.4050 0.5214 0.0751
H -1.5969 0.4454 1.4729 0.0878
```

=====

No. 2
Density functional theory data (wB97M-V/def2-TZVPD) for a structure of composition C6H10O at a distorted geometry.

Total energy: -309.6365 Eh
LUMO: 0.007 eV
Energy relative to the best compared isomer or geometry (same formula, charge and spin): 129.2 kcal per mole
HOMO level: -0.34356 Eh

Structure (XYZ):
```
17
Properties=species:S:1:pos:R:3:lowdin_charge:R:1
C 2.2841 0.1887 -0.3036 -0.0901
C 0.8788 -0.1604 -0.6468 -0.2199
C -0.1924 -0.3262 0.3667 -0.6515
C -1.5738 -0.3867 -0.0850 0.0040
O 0.0999 -0.8451 1.4478 -0.0429
C -1.1480 1.2295 0.1590 -0.0802
C -1.4956 2.3829 0.0354 0.1799
H 3.1132 0.1932 -1.0241 0.0873
H 2.4993 -0.4789 0.5204 0.0728
H 2.2380 1.1901 0.1097 0.0767
H 0.9353 -1.1510 -1.0888 0.1316
H 0.6240 0.5131 -1.4463 0.1111
H -2.3213 -0.5305 0.6894 0.1063
H -1.8805 -0.5800 -1.1154 0.1282
H -1.4424 -2.5944 0.9689 0.0715
H -0.8885 -2.2523 1.4161 0.0722
H -1.8075 3.3984 -0.0483 0.0429
```

=====

No. 3
Density functional theory data (wB97M-V/def2-TZVPD) for a structure of composition C6H10O.

Total energy: -309.6896 Eh
LUMO: 1.007 eV
Energy relative to the best compared isomer or geometry (same formula, charge and spin): 95.9 kcal per mole
HOMO level: -0.31591 Eh

Structure (XYZ):
```
17
Properties=species:S:1:pos:R:3:lowdin_charge:R:1
C 2.2116 0.3296 -1.6549 -0.0388
C -0.2111 0.1537 1.1291 -0.3057
C -0.0219 -1.2962 0.7450 -0.0624
C -1.1020 -0.9181 -0.3383 -0.1085
C -1.0218 0.5525 0.1465 -0.1056
C -1.6270 1.4211 1.2497 -0.0790
O -0.5620 0.9643 2.1803 0.0045
H 3.0720 0.9586 -1.4143 0.0205
H 2.4503 -0.7108 -1.4163 0.0151
H 1.9780 0.4157 -2.7187 0.0213
H 0.9691 -1.5835 0.3824 0.0924
H -0.3686 -2.0172 1.4902 0.1123
H -2.0600 -1.3928 -0.1011 0.1073
H -0.8518 -1.1012 -1.3881 0.0938
H 1.3523 0.6559 -1.0654 -0.0064
H -2.5856 1.0589 1.6274 0.1261
H -1.6215 2.5094 1.1466 0.1130
```

=====

No. 4
Density functional theory data (wB97M-V/def2-TZVPD) for a structure of composition C6H10O.

Total energy: -309.6866 Eh
LUMO: 0.984 eV
Energy relative to the best compared isomer or geometry (same formula, charge and spin): 97.7 kcal per mole
HOMO level: -0.31514 Eh

Structure (XYZ):
```
17
Properties=species:S:1:pos:R:3:lowdin_charge:R:1
C 2.1622 0.4197 -1.5051 -0.0367
C -0.1325 0.1438 0.8947 -0.3348
C 0.0020 -1.3422 0.6634 -0.0569
C -1.2645 -1.0726 -0.2358 -0.1029
C -1.0755 0.4495 0.0016 -0.1063
C -1.4843 1.4607 1.0713 -0.0755
O -0.2907 1.0838 1.8778 0.0136
H 2.9330 0.7853 -0.8203 0.0283
H 2.3580 -0.6353 -1.7057 0.0192
H 2.2108 0.9812 -2.4335 0.0173
H 0.9109 -1.6725 0.1496 0.0968
H -0.1812 -1.9800 1.5305 0.1114
H -2.1640 -1.4563 0.2571 0.1087
H -1.2312 -1.4145 -1.2729 0.0944
H 1.1656 0.5605 -1.0957 -0.0153
H -2.3795 1.1768 1.6259 0.1256
H -1.4769 2.5271 0.8365 0.1131
```

=====

No. 5
Density functional theory data (wB97M-V/def2-TZVPD) for an isolated molecule of C6H10O.

Total energy: -309.8335 Eh
LUMO: 1.028 eV
Energy relative to the best compared isomer or geometry (same formula, charge and spin): 5.5 kcal per mole
HOMO level: -0.34890 Eh

Structure (XYZ):
```
17
Properties=species:S:1:pos:R:3:lowdin_charge:R:1
C 1.4532 1.2848 -0.4709 -0.0106
C 0.3570 0.4043 0.1212 -0.5668
O 0.5473 0.5327 1.5289 -0.0307
C 0.5041 -1.0770 -0.2565 -0.1313
C -0.8401 -1.6330 0.1494 -0.0967
C -1.7528 -0.6599 0.1834 -0.0859
C -1.1365 0.6755 -0.1865 -0.1049
H 1.8448 1.9096 0.3329 0.0835
H 1.1448 1.9278 -1.2937 0.0778
H 2.2703 0.6630 -0.8484 0.0798
H 0.2181 -0.2817 1.9253 0.0900
H 0.6575 -1.1672 -1.3408 0.1262
H 1.3782 -1.5174 0.2389 0.1252
H -1.0161 -2.6830 0.3584 0.1006
H -2.8038 -0.7906 0.4250 0.1021
H -1.5204 1.5257 0.3871 0.1196
H -1.3056 0.8866 -1.2536 0.1221
```

=====

No. 6
Density functional theory data (wB97M-V/def2-TZVPD) for a cluster of 2 separate species, C6H10O in total at a distorted geometry.

Total energy: -309.7324 Eh
LUMO: 0.146 eV
Energy relative to the best compared isomer or geometry (same formula, charge and spin): 69.0 kcal per mole
HOMO level: -0.30943 Eh

Structure (XYZ):
```
17
Properties=species:S:1:pos:R:3:lowdin_charge:R:1
C -1.4548 0.5611 2.6893 -0.0099
C -0.7827 -0.6098 2.4293 -0.1536
C 0.0161 -0.7234 1.1393 -0.1029
C -0.4650 -0.3132 -0.0637 -0.1676
C 0.0650 -0.9339 -1.1829 -0.2523
C 0.3326 -0.5662 -2.4558 -0.0045
H -2.0173 0.7199 3.5865 0.0345
H -1.4953 1.3625 1.9081 0.0674
H -0.9611 -1.4828 3.1089 0.1032
H 0.9927 -1.3067 1.1324 0.1235
H -1.3687 0.3216 -0.1216 0.1254
H 0.4418 -1.9325 -0.8378 0.1136
H -0.1371 0.1987 -3.1440 0.0848
H 1.2695 -1.0476 -2.8454 0.0751
O 1.7677 2.2379 -1.9716 -0.0776
H 2.6625 1.9376 -1.7201 0.0488
H 1.1341 1.5768 -1.6510 -0.0078
```

=====

No. 7
Density functional theory data (wB97M-V/def2-TZVPD) for a cluster of 2 separate species, C6H10O in total.

Total energy: -309.7350 Eh
LUMO: 0.621 eV
Energy relative to the best compared isomer or geometry (same formula, charge and spin): 67.4 kcal per mole
HOMO level: -0.29876 Eh

Structure (XYZ):
```
17
Properties=species:S:1:pos:R:3:lowdin_charge:R:1
C 0.9170 0.6016 0.8811 -0.0647
C -0.0064 -0.0479 1.6916 -0.1542
C -0.4739 -1.3453 1.4628 -0.1593
C -0.1338 -1.9990 0.2885 0.0059
H 1.0948 1.6589 1.0758 0.0748
H 1.7904 0.0641 0.5241 0.0779
H -0.5567 0.5389 2.4284 0.1053
H -1.3180 -1.7081 2.0424 0.0967
H 0.8622 -1.9310 -0.1428 0.0875
H -0.6772 -2.8961 0.0032 0.0961
C -0.0778 1.5800 -1.6356 -0.0614
C 0.1917 0.1800 -1.1322 -0.3873
O -0.7242 -0.6906 -1.0424 -0.0715
H 0.7515 2.2436 -1.3741 0.0716
H -1.0157 1.9900 -1.2558 0.0862
H -0.1335 1.5450 -2.7330 0.0818
H 1.1882 -0.1962 -1.4300 0.1147
```

=====

No. 8
Density functional theory data (wB97M-V/def2-TZVPD) for an isolated molecule of C6H10O.

Total energy: -309.8273 Eh
LUMO: 1.039 eV
Energy relative to the best compared isomer or geometry (same formula, charge and spin): 9.5 kcal per mole
HOMO level: -0.36541 Eh

Structure (XYZ):
```
17
Properties=species:S:1:pos:R:3:lowdin_charge:R:1
O -1.7998 -0.7855 0.5945 -0.0470
C -0.9037 0.2823 0.8919 -0.3630
C -0.7393 1.1571 -0.3632 -0.1011
C 0.4846 0.6163 -1.0836 -0.2328
C 0.5500 -0.8688 -1.3001 -0.0726
C 1.2482 -0.2520 -0.1173 -0.2332
C 0.5068 -0.2500 1.2076 -0.1050
H -1.4500 -1.5761 1.0213 0.0844
H -1.3151 0.8657 1.7273 0.1358
H -1.6541 1.1308 -0.9653 0.1205
H -0.5607 2.1987 -0.0710 0.1165
H 1.0057 1.2647 -1.7828 0.1316
H 1.1767 -1.2274 -2.1116 0.1009
H -0.3552 -1.4464 -1.1393 0.1005
H 2.3347 -0.2558 -0.1036 0.1312
H 0.4524 -1.2492 1.6644 0.1155
H 1.0188 0.3957 1.9310 0.1178
```

=====

No. 9
Density functional theory data (wB97M-V/def2-TZVPD) for an isolated molecule of C6H10O at a distorted geometry.

Total energy: -309.6912 Eh
LUMO: 0.811 eV
Energy relative to the best compared isomer or geometry (same formula, charge and spin): 94.9 kcal per mole
HOMO level: -0.30441 Eh

Structure (XYZ):
```
17
Properties=species:S:1:pos:R:3:lowdin_charge:R:1
C 2.2820 -0.1942 0.0522 -0.1002
C 1.1006 0.7327 0.3430 -0.2021
C -0.1174 0.0170 0.9078 -0.3250
O -1.1729 0.9405 1.2817 -0.1092
C -2.2449 0.3695 0.5931 -0.1098
C -1.8189 0.0830 -0.8412 -0.1540
C -1.0104 -0.8492 0.0018 -0.1230
H 2.0378 -0.9183 -0.7362 0.0742
H 2.5793 -0.7559 0.9485 0.0751
H 3.1518 0.3849 -0.2829 0.0728
H 0.8086 1.2782 -0.5638 0.1105
H 1.3896 1.4916 1.0847 0.1214
H 0.1585 -0.5434 1.8156 0.1550
H -2.2756 -0.8523 0.9289 0.1636
H -2.5798 -0.4108 -1.4497 0.1128
H -1.3198 0.9050 -1.3488 0.1079
H -0.8490 -1.9004 -0.2410 0.1297
```

=====

No. 10
Density functional theory data (wB97M-V/def2-TZVPD) for an isolated molecule of C6H10O.

Total energy: -309.7999 Eh
LUMO: 1.062 eV
Energy relative to the best compared isomer or geometry (same formula, charge and spin): 26.7 kcal per mole
HOMO level: -0.36388 Eh

Structure (XYZ):
```
17
Properties=species:S:1:pos:R:3:lowdin_charge:R:1
O 0.7086 -1.0759 1.9709 0.0461
C 1.5458 -1.0974 1.0975 -0.2599
C 1.5671 -0.1687 -0.0767 -0.1733
C 0.6061 1.0097 0.0187 -0.1725
C -0.8003 0.8189 -0.5437 -0.2814
C -1.3931 -0.5201 -0.9540 -0.1297
C -1.8530 0.1719 0.2688 -0.1488
H 2.3991 -1.8104 1.1355 0.1213
H 2.5833 0.2325 -0.1288 0.1151
H 1.4205 -0.7721 -0.9858 0.1262
H 1.0266 1.7970 -0.5998 0.1010
H 0.6485 1.4018 1.0528 0.1271
H -1.1329 1.7074 -1.0924 0.1316
H -2.0726 -0.5334 -1.8025 0.0959
H -0.9735 -1.4975 -0.7263 0.0987
H -2.8720 0.5307 0.1676 0.1032
H -1.4083 -0.1943 1.1983 0.0993
```

=====

No. 11
Density functional theory data (wB97M-V/def2-TZVPD) for an isolated molecule of C6H10O.

Total energy: -309.8346 Eh
LUMO: 0.928 eV
Energy relative to the best compared isomer or geometry (same formula, charge and spin): 4.9 kcal per mole
HOMO level: -0.34792 Eh

Structure (XYZ):
```
17
Properties=species:S:1:pos:R:3:lowdin_charge:R:1
O -1.6989 -0.8820 1.0371 -0.0279
C -1.3310 0.3303 0.3846 -0.3891
C -1.1541 0.1437 -1.1064 -0.0489
C 0.0134 -0.2598 -1.6043 -0.1011
C 1.2177 -0.5792 -0.7544 -0.1828
C 1.1415 -0.0594 0.7068 -0.1878
C -0.0391 0.8882 0.9790 -0.1529
H -0.9466 -1.4799 0.9467 0.0802
H -2.1656 1.0088 0.5848 0.1404
H -1.9997 0.3356 -1.7646 0.1045
H 0.1301 -0.4024 -2.6782 0.1012
H 2.1172 -0.1967 -1.2513 0.1050
H 1.3385 -1.6729 -0.7509 0.1121
H 1.0958 -0.9123 1.3973 0.1029
H 2.0711 0.4592 0.9590 0.1053
H -0.1706 1.0212 2.0596 0.1170
H 0.1566 1.8752 0.5415 0.1217
```

=====

No. 12
Density functional theory data (wB97M-V/def2-TZVPD) for an isolated molecule of C6H10O.

Total energy: -309.7255 Eh
LUMO: -0.047 eV
Energy relative to the best compared isomer or geometry (same formula, charge and spin): 73.3 kcal per mole
HOMO level: -0.28673 Eh

Structure (XYZ):
```
17
Properties=species:S:1:pos:R:3:lowdin_charge:R:1
O 2.0756 -0.5412 -0.5323 0.1089
C 1.1723 -0.1038 0.3401 -0.3250
C -0.0381 -0.9680 0.5659 -0.1540
C -1.3218 -0.3914 -0.0560 -0.2502
C -1.1950 -0.0556 -1.5394 -0.1045
C 0.3902 1.5864 1.8076 0.0637
C 1.3864 1.1290 0.9293 -0.2049
H 1.8078 -1.4003 -0.8871 0.1228
H -0.3920 0.6694 -1.7117 0.0730
H -0.1915 -1.0549 1.6428 0.1183
H 0.1598 -1.9724 0.1605 0.1191
H -1.5650 0.5008 0.5290 0.0870
H -2.1296 -1.1177 0.0976 0.1097
H -0.9932 -0.9454 -2.1509 0.0747
H -2.1219 0.3982 -1.9030 0.0732
H 0.6559 2.6224 2.0975 -0.0121
H 2.2999 1.6444 0.6101 0.1002
```

=====

Q: HOMO level of number 1 (C6H10O)?
A: -0.30366 Eh

=====

Q: Number 6 is which compound?
A: C6H10O

=====

Repeat the tenth record exactly.
Density functional theory data (wB97M-V/def2-TZVPD) for an isolated molecule of C6H10O.

Total energy: -309.7999 Eh
LUMO: 1.062 eV
Energy relative to the best compared isomer or geometry (same formula, charge and spin): 26.7 kcal per mole
HOMO level: -0.36388 Eh

Structure (XYZ):
```
17
Properties=species:S:1:pos:R:3:lowdin_charge:R:1
O 0.7086 -1.0759 1.9709 0.0461
C 1.5458 -1.0974 1.0975 -0.2599
C 1.5671 -0.1687 -0.0767 -0.1733
C 0.6061 1.0097 0.0187 -0.1725
C -0.8003 0.8189 -0.5437 -0.2814
C -1.3931 -0.5201 -0.9540 -0.1297
C -1.8530 0.1719 0.2688 -0.1488
H 2.3991 -1.8104 1.1355 0.1213
H 2.5833 0.2325 -0.1288 0.1151
H 1.4205 -0.7721 -0.9858 0.1262
H 1.0266 1.7970 -0.5998 0.1010
H 0.6485 1.4018 1.0528 0.1271
H -1.1329 1.7074 -1.0924 0.1316
H -2.0726 -0.5334 -1.8025 0.0959
H -0.9735 -1.4975 -0.7263 0.0987
H -2.8720 0.5307 0.1676 0.1032
H -1.4083 -0.1943 1.1983 0.0993
```